1.
Entry from the Open Molecules 2025 dataset: one molecule with the formula C16H27N3O3S (the ωB97M-V functional and the def2-TZVPD basis).

The calculation puts the largest force on an atom at 0.69 eV/A. As for the SMILES: CCCC[C@H](CC)COCCCNC=C1C(=O)NC(=S)NC1=O. The calculation puts the highest occupied orbital energy at -8.8 eV. For the total energy, the calculation gives -38480.2096 eV. Its energy above the lowest of the compared OMol25 structures with the same formula, charge and spin is 2.8 kcal per mole. The HOMO-LUMO gap is 8.661 eV.

The geometry in ORCA input format:
```
! RIJCOSX wB97M-V def2-TZVPD def2/J DEFGRID3
* xyz 0 1
C -4.403 -1.840 2.374
C -4.573 -1.297 0.960
C -3.753 -2.064 -0.079
C -2.245 -1.821 0.020
C -1.820 -0.409 -0.420
C -1.027 -0.423 -1.732
C -1.852 -0.898 -2.922
C -0.988 0.248 0.683
O -0.662 1.574 0.318
C 0.124 2.234 1.278
C 0.615 3.559 0.698
C 1.348 3.347 -0.635
N 2.484 2.480 -0.485
C 2.428 1.177 -0.638
C 3.461 0.305 -0.334
C 4.700 0.796 0.222
O 4.942 1.971 0.468
N 5.658 -0.167 0.487
C 5.526 -1.506 0.274
S 6.738 -2.555 0.620
N 4.336 -1.920 -0.233
C 3.250 -1.112 -0.561
O 2.232 -1.614 -0.989
H -3.375 -1.738 2.714
H -4.672 -2.893 2.412
H -5.043 -1.298 3.067
H -5.628 -1.362 0.686
H -4.294 -0.241 0.943
H -4.092 -1.780 -1.077
H -3.948 -3.132 0.044
H -1.728 -2.557 -0.597
H -1.925 -1.998 1.048
H -2.707 0.214 -0.573
H -0.691 0.598 -1.930
H -0.146 -1.059 -1.616
H -2.729 -0.268 -3.055
H -2.182 -1.924 -2.787
H -1.256 -0.852 -3.831
H -1.554 0.256 1.628
H -0.063 -0.330 0.845
H -0.461 2.420 2.193
H 0.983 1.602 1.559
H -0.240 4.209 0.514
H 1.274 4.038 1.423
H 0.650 2.893 -1.341
H 1.686 4.310 -1.025
H 3.345 2.837 -0.064
H 1.515 0.752 -1.040
H 6.540 0.152 0.871
H 4.225 -2.916 -0.387
*
```

=====

2.
Entry from the Open Molecules 2025 dataset: C26H40Al2BClCsF17LiNO13P2S as an isolated structure (the ωB97M-V functional and the def2-TZVPD basis).

The calculation puts the largest force on an atom at 13.22 eV/A. The calculation puts the highest occupied orbital energy at -9.5 eV. For the total energy, the calculation gives -158470.4510 eV. The HOMO-LUMO gap is 1.934 eV.

The geometry in ORCA input format:
```
! RIJCOSX wB97M-V def2-TZVPD def2/J DEFGRID3
* xyz 0 1
C 4.580 1.802 0.351
C 4.222 2.530 -0.531
C 3.775 3.267 -1.684
C 2.269 2.905 -1.794
C 1.940 2.083 -3.052
C 1.318 0.781 -2.662
C 0.133 0.624 -2.042
C -0.681 1.832 -1.677
C -2.167 1.637 -1.396
C -2.923 2.959 -1.361
C -4.163 2.853 -0.450
C -5.517 3.100 -1.083
C -6.593 2.971 -0.001
C -6.704 1.557 0.562
C -0.301 -0.756 -1.711
O -1.442 -1.085 -1.498
C 0.742 -1.821 -1.667
C 1.901 -1.658 -2.290
P 3.267 -2.849 -2.429
O 3.928 -2.908 -0.962
Cl 2.194 -4.666 -2.625
C 2.161 -0.391 -2.992
O 3.062 -0.356 -3.783
H 5.166 1.106 0.909
H 4.349 2.966 -2.553
H 3.896 4.327 -1.485
H 1.651 3.794 -1.760
H 2.012 2.309 -0.926
H 2.860 1.856 -3.574
H 1.326 2.602 -3.784
H -0.241 2.240 -0.767
H -0.568 2.607 -2.429
H -2.267 1.106 -0.457
H -2.622 0.990 -2.138
H -2.315 3.772 -0.987
H -3.240 3.212 -2.369
H -4.023 3.537 0.380
H -4.199 1.853 -0.028
H -5.703 2.427 -1.916
H -5.587 4.122 -1.444
H -6.268 3.597 0.824
H -7.569 3.286 -0.353
H -5.844 1.338 1.193
H -7.583 1.496 1.215
H -6.734 0.779 -0.196
H 0.478 -2.731 -1.150
H 3.415 -2.439 -0.285
C -1.722 3.126 2.737
F -1.943 3.080 4.055
F -0.872 2.155 2.427
F -2.884 2.878 2.140
S -1.083 4.733 2.132
O 0.193 4.960 2.857
O -2.057 5.718 2.575
O -1.003 4.466 0.742
Li -7.873 -0.035 2.410
F 5.925 -2.110 2.364
P 4.388 -2.228 1.777
F 4.453 -3.569 2.757
F 2.768 -2.218 2.178
F 5.005 -1.460 0.449
F 4.215 -0.684 2.379
F 3.924 -3.296 0.606
Al -0.690 5.822 4.547
C -8.555 1.566 5.914
O -7.417 0.818 5.488
C -6.494 1.495 4.845
O -6.520 2.667 4.550
O -5.497 0.653 4.554
C -4.414 1.245 3.857
H -9.194 0.864 6.436
H -8.257 2.355 6.599
H -9.083 1.986 5.056
H -3.960 2.038 4.438
H -4.753 1.634 2.895
H -3.684 0.456 3.690
B -6.531 -0.914 8.329
F -7.666 -0.093 8.494
F -6.292 -1.643 9.500
F -6.748 -1.798 7.254
F -5.411 -0.102 8.042
C 7.692 -4.798 -5.274
C 6.594 -5.815 -5.057
O 6.844 -6.696 -3.956
C 6.983 -6.084 -2.665
C 5.751 -5.298 -2.213
H 8.645 -5.301 -5.429
H 7.467 -4.191 -6.150
H 7.800 -4.125 -4.424
H 6.506 -6.451 -5.942
H 5.619 -5.321 -4.937
H 7.870 -5.454 -2.648
H 7.161 -6.897 -1.956
H 5.530 -4.462 -2.883
H 5.905 -4.888 -1.215
H 4.877 -5.941 -2.202
F 1.865 -0.173 -7.690
Al 3.554 -0.118 -7.655
F 4.159 0.096 -9.210
F 4.136 -1.579 -7.013
F 4.042 1.161 -6.660
N 2.769 -2.361 5.346
O 1.609 -2.073 5.568
O 3.584 -1.481 5.139
O 3.125 -3.523 5.318
Cs 4.552 -7.080 -3.614
*
```

=====

3.
Entry from the Open Molecules 2025 dataset: one molecule with the formula C6H14N2 (the ωB97M-V functional and the def2-TZVPD basis).

The calculation puts the largest force on an atom at 2.82 eV/A. As for the SMILES: C/C=N/[C@@H](N)C(C)C. The calculation puts the highest occupied orbital energy at -8.8 eV. For the total energy, the calculation gives -9428.3011 eV. Its energy above the lowest of the compared OMol25 structures with the same formula, charge and spin is 27.3 kcal per mole. The HOMO-LUMO gap is 9.832 eV.

The geometry in ORCA input format:
```
! RIJCOSX wB97M-V def2-TZVPD def2/J DEFGRID3
* xyz 0 1
C -1.149 -2.640 1.010
C -0.561 -1.413 0.415
N 0.132 -1.398 -0.635
C 0.772 -0.207 -1.076
N 0.478 0.067 -2.452
C 0.500 1.183 -0.128
C -0.926 1.726 0.004
C 1.273 1.282 1.188
H -0.952 -3.516 0.395
H -0.738 -2.793 2.009
H -2.227 -2.513 1.120
H -0.571 -0.422 0.987
H 1.853 -0.366 -0.979
H -0.518 0.046 -2.640
H 1.063 -0.473 -3.083
H 1.010 1.882 -0.805
H -1.538 1.418 -0.843
H -1.404 1.384 0.920
H -0.907 2.816 0.030
H 0.821 0.675 1.967
H 1.289 2.310 1.537
H 2.301 0.948 1.061
*
```

=====

> What is the highest occupied orbital energy in the second record?

-9.5 eV

=====

> The lowest largest force on an atom belongs to which entry?

C16H27N3O3S